(1)
DFT (ωB97M-V with the def2-TZVPD basis set) results for a 5-piece molecular cluster, C16H30BBrCl12N3O2S overall at a distorted geometry.

LUMO energy	-3.42	eV
net charge	+1
gap between HOMO and LUMO	8.5836	eV

The geometry in XYZ format:
```
66
C16H30BBrCl12N3O2S (ωB97M-V with the def2-TZVPD basis set)
C 2.279 1.000 1.739
C 1.090 1.965 1.703
C 0.952 2.835 0.431
C 1.192 2.138 -0.926
C -0.075 1.492 -1.578
B 0.420 0.052 -2.099
O 0.926 -0.040 -3.402
O 0.415 -1.009 -1.241
C 1.265 -2.147 -1.496
C 2.771 -1.829 -1.546
C -0.562 2.329 -2.776
N -1.897 1.711 -3.033
C -2.348 1.436 -1.742
N -3.613 1.217 -1.457
Br -4.873 1.253 -2.805
C -4.072 0.919 -0.078
S -4.851 -0.690 0.111
C -6.621 -0.343 -0.174
C -7.217 -1.338 -1.207
N -1.329 1.459 -0.776
H 2.232 0.413 2.669
H 2.249 0.267 0.923
H 3.230 1.541 1.733
H 0.150 1.434 1.921
H 1.219 2.671 2.540
H 1.673 3.662 0.501
H -0.037 3.317 0.467
H 1.983 1.385 -0.863
H 1.561 2.899 -1.631
H 0.422 -0.623 -3.967
H 1.062 -2.842 -0.671
H 0.970 -2.659 -2.419
H 3.013 -0.824 -1.193
H 3.317 -2.537 -0.908
H 3.137 -1.948 -2.575
H -0.816 3.315 -2.347
H 0.097 2.485 -3.629
H -1.944 0.931 -3.679
H -4.803 1.692 0.201
H -3.217 1.007 0.594
H -6.737 0.682 -0.543
H -7.159 -0.437 0.771
H -7.929 -2.024 -0.733
H -7.722 -0.804 -2.018
H -6.421 -1.956 -1.638
H -1.506 2.288 -0.206
C 8.432 0.299 1.133
Cl 8.509 -1.110 2.192
Cl 7.310 0.017 -0.199
Cl 7.995 1.741 2.046
H 9.418 0.454 0.715
C 5.264 -2.097 4.274
Cl 5.386 -3.452 5.394
Cl 4.199 -2.493 2.924
Cl 4.714 -0.638 5.099
H 6.249 -1.901 3.871
C 5.854 -5.252 0.535
Cl 6.795 -3.876 1.103
Cl 4.287 -4.763 -0.132
Cl 6.769 -6.169 -0.659
H 5.650 -5.894 1.382
C -9.749 1.987 1.846
Cl -8.121 1.606 2.424
Cl -10.146 0.993 0.440
Cl -10.933 1.777 3.125
H -9.759 3.024 1.537
```

***

(2)
DFT (ωB97M-V with the def2-TZVPD basis set) results for a 2-piece molecular cluster, C3H6N4O3 overall at a distorted geometry.

LUMO energy	-8.67	eV
net charge	+2
ΔE to the lowest compared entry with this formula, charge and spin	94.2	kJ/mol
gap between HOMO and LUMO	9.7356	eV

The geometry in XYZ format:
```
16
C3H6N4O3 (ωB97M-V with the def2-TZVPD basis set)
C 1.870 1.937 0.249
C -0.353 0.103 0.971
C -0.418 -1.398 -1.891
N 0.824 1.667 -0.398
N -0.412 0.783 2.131
N 0.199 -2.366 -1.644
N 0.191 0.417 -0.170
O 2.796 2.257 0.790
O -0.899 -1.090 0.838
O -1.148 -0.621 -2.480
H 0.545 1.878 -1.366
H -0.044 1.682 2.199
H -0.544 0.193 2.954
H -0.937 -1.417 1.729
H 0.336 -3.143 -1.048
H -2.007 -0.882 -2.864
```

***

(3)
DFT (ωB97M-V with the def2-TZVPD basis set) results for an isolated molecule of C3H4OS2 at a distorted geometry.

LUMO energy	-0.40	eV
structure (SMILES)	O=CCSC=S
ΔE to the lowest compared entry with this formula, charge and spin	156.6	kJ/mol
gap between HOMO and LUMO	8.6421	eV

The geometry in XYZ format:
```
10
C3H4OS2 (ωB97M-V with the def2-TZVPD basis set)
C -0.174 1.664 0.492
C 0.494 0.301 0.680
C -0.361 -1.663 -1.066
H 0.370 2.535 0.065
H 0.098 -0.397 1.384
H 1.527 0.568 1.069
H -1.129 -1.468 -0.238
O -1.357 1.721 0.692
S 0.915 -0.418 -0.938
S -0.383 -2.842 -2.141
```